ORCA calculation (ωB97M-V/def2-TZVPD) on an isolated molecule of C5H8O2S in a non-equilibrium geometry.

Summary:
energy above the lowest of the compared OMol25 structures with the same formula, charge and spin: 25.1 kcal/mol
spin multiplicity: 1
F_max: 3.29 eV/A

Element x y z (Å)
C: 1.419 -0.889 -0.031
C: -0.108 -0.788 -0.114
C: -0.786 0.194 0.867
C: -0.769 1.450 -0.114
C: -0.451 -0.348 -1.530
H: 1.779 -1.316 0.897
H: 1.825 -1.384 -0.945
H: 1.878 0.100 -0.008
H: -0.346 -1.867 0.142
H: -1.851 -0.197 0.972
H: 0.435 0.879 2.053
H: 0.141 2.017 -0.065
H: -1.670 2.098 0.066
O: -0.313 0.318 2.160
O: -0.920 0.888 -1.420
S: -0.264 -1.155 -2.930



ORCA calculation (ωB97M-V/def2-TZVPD) on a structure of composition C18H30BrF12N2O6S3SiTi in a non-equilibrium geometry.

Summary:
energy above the lowest of the compared OMol25 structures with the same formula, charge and spin: 0.0 kcal/mol
spin multiplicity: 1
total charge: +1
F_max: 4.74 eV/A

Element x y z (Å)
Ti: -0.067 -0.440 -2.579
F: -3.385 -4.178 -4.237
C: -2.057 -4.131 -4.088
F: -1.731 -4.813 -2.993
F: -1.459 -4.672 -5.142
S: -1.750 -2.314 -3.839
O: -2.641 -1.669 -4.778
O: -1.938 -2.005 -2.398
N: -0.183 -1.961 -4.073
S: 1.114 -2.914 -3.653
O: 1.169 -4.350 -3.826
O: 1.341 -2.291 -2.288
C: 2.630 -2.220 -4.728
F: 3.539 -3.201 -4.712
F: 3.134 -1.112 -4.201
F: 2.307 -1.958 -5.994
C: 1.169 3.023 -2.411
C: 1.958 1.838 -2.918
O: 1.334 0.648 -2.510
C: 2.054 1.892 -4.508
F: 1.886 3.131 -5.004
F: 1.079 1.130 -5.046
F: 3.222 1.458 -4.974
C: 3.384 1.939 -2.149
F: 4.134 3.007 -2.510
F: 3.132 2.090 -0.826
F: 4.157 0.854 -2.251
H: 0.245 3.157 -2.962
H: 1.755 3.941 -2.605
H: 0.975 2.955 -1.330
O: -1.635 2.777 -4.832
S: -2.226 1.556 -4.276
N: -1.378 0.671 -3.329
C: -3.251 -0.873 2.013
C: -2.443 0.166 2.843
C: -2.620 -0.145 4.362
C: -3.105 1.534 2.590
Si: -0.610 0.179 2.252
Br: -0.627 0.198 0.100
C: 0.299 1.786 2.756
C: 0.090 2.183 4.243
C: -0.253 2.951 1.880
C: 1.808 1.662 2.518
C: 0.307 -1.384 2.853
C: -0.554 -2.667 2.614
C: 1.584 -1.571 1.986
C: 0.752 -1.333 4.329
H: -4.296 -0.671 2.220
H: -3.026 -1.905 2.244
H: -3.103 -0.751 0.944
H: -3.679 -0.134 4.610
H: -2.136 0.603 4.996
H: -2.223 -1.127 4.627
H: -4.148 1.467 2.856
H: -3.046 1.856 1.554
H: -2.672 2.324 3.221
H: -0.962 2.353 4.484
H: 0.570 3.137 4.427
H: 0.505 1.450 4.948
H: -1.234 3.302 2.236
H: -0.353 2.746 0.814
H: 0.433 3.776 1.965
H: 2.316 0.918 3.136
H: 2.282 2.611 2.732
H: 2.016 1.404 1.484
H: -0.904 -2.708 1.586
H: -1.420 -2.679 3.268
H: 0.036 -3.557 2.832
H: 1.385 -1.577 0.920
H: 2.021 -2.531 2.222
H: 2.367 -0.815 2.131
H: -0.077 -1.288 5.045
H: 1.392 -0.489 4.585
H: 1.312 -2.242 4.542



ORCA calculation (ωB97M-V/def2-TZVPD) on a structure of composition C62H39BrCl6KN8O4S in a non-equilibrium geometry.

Summary:
energy above the lowest of the compared OMol25 structures with the same formula, charge and spin: 128.6 kcal/mol
spin multiplicity: 1
total charge: -1
F_max: 5.40 eV/A

Element x y z (Å)
K: 8.179 -1.633 20.464
Cl: 7.760 -2.609 11.005
C: 7.666 -2.122 12.662
C: 8.803 -2.246 13.443
C: 8.705 -1.859 14.825
C: 7.573 -1.309 15.347
C: 6.470 -1.205 14.524
C: 6.481 -1.694 13.183
C: 7.359 -0.895 16.797
C: 8.156 0.073 17.232
C: 9.120 0.833 16.451
C: 9.575 1.803 17.253
C: 8.870 1.584 18.555
C: 9.215 2.384 19.774
C: 9.760 3.675 19.442
C: 10.817 4.206 20.062
C: 11.312 5.521 19.728
C: 10.655 6.207 18.764
Cl: 11.108 7.852 18.452
C: 9.617 5.645 18.039
C: 9.095 4.466 18.437
C: 8.824 2.037 21.070
N: 8.229 0.854 21.416
C: 8.097 0.911 22.789
C: 6.905 0.287 23.634
C: 6.526 0.989 24.859
C: 5.860 2.218 24.856
C: 5.394 2.879 26.021
C: 5.702 2.294 27.261
Cl: 5.360 3.044 28.835
C: 6.321 1.059 27.298
C: 6.712 0.418 26.088
C: 5.715 -0.367 22.900
C: 4.380 -0.449 23.468
C: 3.673 -1.222 22.578
C: 4.594 -1.635 21.521
N: 5.867 -1.014 21.742
C: 4.235 -2.110 20.372
C: 5.063 -2.233 19.198
C: 4.698 -3.059 18.099
C: 5.548 -2.738 17.072
C: 6.392 -1.699 17.531
N: 6.088 -1.405 18.883
C: 2.906 -2.728 20.273
C: 2.551 -3.834 21.009
C: 1.322 -4.395 20.943
C: 0.446 -3.833 20.007
Cl: -1.219 -4.360 19.972
C: 0.774 -2.703 19.249
C: 2.029 -2.153 19.324
C: 8.516 2.157 23.311
C: 8.923 2.907 22.246
N: 8.104 0.473 18.499
H: 9.635 -2.746 13.042
H: 9.577 -1.906 15.390
H: 5.665 -0.675 14.957
H: 5.605 -1.612 12.515
H: 9.434 0.718 15.414
H: 10.330 2.455 16.973
H: 11.406 3.623 20.770
H: 12.079 5.985 20.262
H: 9.103 6.265 17.252
H: 8.080 4.145 18.126
H: 5.652 2.811 23.958
H: 5.035 3.920 26.135
H: 6.556 0.575 28.210
H: 7.241 -0.511 26.305
H: 4.021 -0.032 24.434
H: 2.583 -1.392 22.615
H: 3.859 -3.657 18.076
H: 5.586 -3.175 16.039
H: 3.282 -4.083 21.757
H: 1.076 -5.212 21.561
H: 0.053 -2.270 18.531
H: 2.468 -1.380 18.707
H: 8.359 2.669 24.256
H: 9.189 4.004 22.251
N: 9.290 -5.101 23.787
C: 10.004 -3.968 24.313
C: 11.038 -4.047 25.130
C: 11.593 -2.738 25.575
C: 11.069 -1.559 25.164
C: 9.997 -1.430 24.178
C: 9.461 -2.730 23.734
N: 8.488 -3.056 22.888
C: 8.504 -4.429 22.881
C: 7.819 -5.202 21.896
C: 8.287 -6.282 21.270
S: 7.150 -6.767 20.076
C: 6.178 -5.400 20.473
N: 6.692 -4.620 21.398
H: 10.603 -5.950 23.166
H: 11.517 -4.961 25.470
H: 12.332 -2.665 26.327
H: 11.388 -0.569 25.529
H: 10.325 -1.043 23.205
H: 9.019 -6.938 21.632
H: 5.300 -5.125 19.943
O: 8.990 -0.599 24.632
N: 8.168 -0.379 23.381
O: 8.527 -3.922 18.249
H: 8.052 -3.269 17.688
H: 7.928 -4.586 18.601
Cl: 11.489 -1.501 18.751
C: 11.179 0.073 19.447
Cl: 12.548 0.609 20.423
H: 10.246 0.048 20.014
H: 11.089 0.644 18.520
Br: 13.782 -7.900 16.160
C: 12.804 -7.365 17.799
C: 12.481 -8.231 18.848
C: 12.109 -7.688 20.103
C: 12.105 -6.331 20.323
C: 12.352 -5.448 19.227
C: 12.723 -5.999 17.996
C: 11.620 -5.705 21.634
O: 11.041 -6.490 22.481
O: 11.842 -4.509 21.844
H: 12.620 -9.312 18.761
H: 11.973 -8.384 20.921
H: 12.018 -4.459 19.375
H: 12.909 -5.289 17.149



ORCA calculation (ωB97M-V/def2-TZVPD) on an isolated molecule of C5H12NO4P in a non-equilibrium geometry.

Summary:
energy above the lowest of the compared OMol25 structures with the same formula, charge and spin: 15.9 kcal/mol
spin multiplicity: 1
F_max: 4.21 eV/A

Element x y z (Å)
C: -1.885 1.091 -0.271
C: -3.527 -0.762 -0.255
C: 1.812 1.379 1.456
C: -2.556 0.029 0.713
C: 1.788 0.419 0.284
N: 1.875 1.064 -0.943
O: -2.472 2.027 -0.717
O: -0.703 0.680 -0.584
O: -0.073 -1.558 -1.043
O: -1.511 -0.724 1.163
P: -0.046 -0.695 0.324
H: -2.797 -1.317 -0.816
H: -4.138 -1.431 0.163
H: -4.222 -0.023 -0.743
H: 1.064 2.207 1.291
H: 1.548 0.848 2.273
H: 2.712 1.854 1.716
H: -3.058 0.470 1.575
H: 2.388 -0.410 0.379
H: 1.031 1.666 -1.073
H: -0.352 -2.560 -0.833
H: 2.058 0.418 -1.719
H: 0.420 -1.659 1.295



ORCA calculation (ωB97M-V/def2-TZVPD) on an isolated molecule of C5H8O in a non-equilibrium geometry.

Summary:
energy above the lowest of the compared OMol25 structures with the same formula, charge and spin: 48.1 kcal/mol
spin multiplicity: 1
F_max: 1.19 eV/A

Element x y z (Å)
C: 1.509 0.774 0.133
C: 0.560 -0.436 0.325
C: -0.624 -0.242 1.170
C: -0.967 -0.722 -0.211
C: -1.212 0.037 -1.437
O: -0.446 0.884 -1.843
H: 1.039 1.747 0.317
H: 2.301 0.678 0.899
H: 2.016 0.832 -0.832
H: 1.115 -1.362 0.357
H: -0.896 0.766 1.456
H: -0.793 -1.009 1.914
H: -1.530 -1.675 -0.177
H: -2.071 -0.273 -2.070



ORCA calculation (ωB97M-V/def2-TZVPD) on a cluster of 6 separate species, C54H114N6O6 in total in a non-equilibrium geometry.

Summary:
energy above the lowest of the compared OMol25 structures with the same formula, charge and spin: 32.2 kcal/mol
spin multiplicity: 1
F_max: 1.92 eV/A

Element x y z (Å)
C: 1.313 -1.363 4.729
C: 2.582 -0.489 4.777
C: 2.557 0.498 3.613
C: 1.665 1.720 3.876
C: 1.959 2.352 5.221
C: 2.009 1.393 6.403
N: 2.767 0.234 6.012
O: 3.025 -0.627 7.108
C: 2.661 2.113 7.574
C: 0.542 1.092 6.797
C: 3.774 -1.412 4.521
H: 0.417 -0.755 4.865
H: 1.295 -2.127 5.505
H: 1.209 -1.787 3.728
H: 3.566 0.920 3.583
H: 2.190 0.096 2.671
H: 0.596 1.533 3.760
H: 1.912 2.425 3.076
H: 1.229 3.145 5.434
H: 2.873 2.959 5.133
H: 2.286 3.132 7.660
H: 2.496 1.568 8.503
H: 3.740 2.185 7.409
H: 0.493 0.186 7.413
H: 0.122 1.896 7.407
H: -0.117 0.902 5.951
H: 4.722 -0.949 4.827
H: 3.894 -1.706 3.480
H: 3.735 -2.333 5.113
H: 3.982 -0.724 7.107
C: 0.674 3.098 -1.448
C: -0.531 2.528 -0.681
C: -1.725 2.546 -1.624
C: -2.873 1.650 -1.113
C: -2.418 0.222 -0.894
C: -1.160 0.067 -0.042
N: -0.213 1.139 -0.388
O: 0.955 1.013 0.394
C: -1.519 0.044 1.434
C: -0.487 -1.239 -0.479
C: -0.781 3.419 0.535
H: 0.473 4.104 -1.812
H: 0.960 2.409 -2.244
H: 1.524 3.177 -0.763
H: -2.254 3.505 -1.593
H: -1.441 2.325 -2.652
H: -3.668 1.625 -1.866
H: -3.325 2.142 -0.249
H: -2.344 -0.342 -1.832
H: -3.253 -0.339 -0.448
H: -2.248 -0.744 1.631
H: -0.649 -0.092 2.079
H: -1.982 0.990 1.720
H: 0.345 -1.465 0.191
H: -1.200 -2.063 -0.417
H: -0.090 -1.139 -1.489
H: 0.063 3.327 1.226
H: -1.692 3.131 1.060
H: -0.813 4.477 0.272
H: 1.649 0.809 -0.242
C: 5.758 2.786 -0.795
C: 5.177 1.395 -0.504
C: 4.424 0.972 -1.768
C: 4.128 -0.531 -1.833
C: 5.387 -1.341 -1.601
C: 6.122 -0.934 -0.313
N: 6.331 0.507 -0.313
O: 7.021 0.875 0.882
C: 5.332 -1.482 0.891
C: 7.487 -1.625 -0.323
C: 4.242 1.550 0.696
H: 5.040 3.353 -1.393
H: 6.672 2.737 -1.395
H: 6.015 3.344 0.106
H: 3.466 1.496 -1.811
H: 5.041 1.228 -2.633
H: 3.730 -0.785 -2.820
H: 3.333 -0.799 -1.128
H: 6.055 -1.252 -2.462
H: 5.183 -2.407 -1.474
H: 5.622 -2.512 1.094
H: 5.557 -0.918 1.804
H: 4.245 -1.409 0.826
H: 8.026 -1.377 -1.237
H: 8.069 -1.347 0.554
H: 7.331 -2.704 -0.282
H: 3.795 0.597 0.980
H: 3.444 2.261 0.478
H: 4.801 1.873 1.574
H: 7.712 1.454 0.546
C: -3.976 2.675 8.363
C: -2.741 1.827 8.025
C: -3.085 0.347 7.883
C: -3.773 0.005 6.573
C: -3.046 0.564 5.343
C: -2.632 2.047 5.498
N: -2.033 2.196 6.822
O: -1.395 3.458 6.959
C: -1.530 2.300 4.468
C: -3.851 2.897 5.145
C: -1.804 1.936 9.225
H: -4.860 2.504 7.752
H: -3.687 3.725 8.237
H: -4.261 2.581 9.412
H: -2.167 -0.259 7.918
H: -3.608 -0.016 8.774
H: -4.806 0.379 6.603
H: -3.944 -1.072 6.480
H: -3.830 0.501 4.579
H: -2.242 -0.077 4.981
H: -0.961 3.211 4.655
H: -0.821 1.473 4.430
H: -1.946 2.411 3.465
H: -4.103 2.858 4.084
H: -4.751 2.662 5.713
H: -3.681 3.965 5.335
H: -2.177 1.425 10.113
H: -1.595 2.972 9.494
H: -0.845 1.451 9.004
H: -0.475 3.215 7.101
C: 0.335 -6.069 -2.950
C: -0.564 -5.301 -3.915
C: -0.906 -6.264 -5.050
C: -2.121 -5.878 -5.892
C: -3.296 -5.571 -4.980
C: -2.983 -4.532 -3.910
N: -1.757 -4.890 -3.210
O: -1.417 -3.933 -2.214
C: -2.971 -3.123 -4.560
C: -4.144 -4.554 -2.913
C: 0.288 -4.150 -4.514
H: 1.190 -6.547 -3.427
H: -0.256 -6.881 -2.512
H: 0.639 -5.452 -2.104
H: -0.026 -6.333 -5.691
H: -1.120 -7.290 -4.728
H: -2.425 -6.636 -6.615
H: -1.898 -4.998 -6.513
H: -3.600 -6.507 -4.505
H: -4.123 -5.170 -5.570
H: -3.938 -2.978 -5.037
H: -2.708 -2.320 -3.865
H: -2.200 -2.987 -5.324
H: -3.912 -3.973 -2.019
H: -5.090 -4.219 -3.335
H: -4.277 -5.582 -2.564
H: 1.101 -4.564 -5.108
H: 0.773 -3.617 -3.693
H: -0.303 -3.473 -5.127
H: -1.481 -3.085 -2.678
C: 0.584 1.105 -7.205
C: -0.879 1.298 -6.785
C: -1.281 2.743 -7.138
C: -2.786 2.959 -7.293
C: -3.429 1.935 -8.208
C: -3.118 0.514 -7.745
N: -1.689 0.359 -7.570
O: -1.337 -0.981 -7.276
C: -3.929 0.191 -6.475
C: -3.605 -0.451 -8.829
C: -0.985 1.068 -5.274
H: 1.159 2.031 -7.174
H: 0.686 0.653 -8.193
H: 1.113 0.418 -6.534
H: -0.952 3.372 -6.307
H: -0.754 3.057 -8.042
H: -2.951 3.997 -7.606
H: -3.256 2.988 -6.301
H: -3.045 2.090 -9.220
H: -4.512 2.068 -8.207
H: -3.648 -0.799 -6.116
H: -3.743 0.891 -5.659
H: -5.004 0.234 -6.651
H: -3.413 -0.089 -9.843
H: -3.144 -1.436 -8.758
H: -4.683 -0.615 -8.763
H: -0.889 -0.005 -5.075
H: -1.903 1.407 -4.799
H: -0.115 1.502 -4.771
H: -0.696 -1.196 -7.960



ORCA calculation (ωB97M-V/def2-TZVPD) on an isolated molecule of C14H17FO5.

Summary:
spin multiplicity: 1
F_max: 0.45 eV/A

Element x y z (Å)
C: 0.731 -2.753 5.346
C: -0.165 -3.443 4.358
O: -0.137 -4.616 4.118
O: -1.095 -2.619 3.778
C: -0.591 -1.771 2.722
C: -1.329 -2.047 1.404
C: -2.021 -0.812 0.785
C: -1.762 -0.626 -0.727
C: -0.794 0.515 -1.022
C: -0.668 0.815 -2.525
C: 0.432 1.806 -2.774
C: 1.691 1.465 -3.086
O: 2.105 0.166 -3.185
C: 2.738 2.508 -3.332
O: 3.749 2.262 -3.956
C: 2.464 3.862 -2.808
C: 1.223 4.198 -2.469
F: 0.905 5.403 -2.034
C: 0.077 3.248 -2.627
O: -1.068 3.638 -2.654
H: 1.468 -3.454 5.731
H: 1.214 -1.884 4.895
H: 0.108 -2.383 6.165
H: -0.728 -0.736 3.045
H: 0.484 -1.942 2.608
H: -0.631 -2.482 0.687
H: -2.079 -2.804 1.643
H: -1.656 0.082 1.302
H: -3.094 -0.855 0.974
H: -1.316 -1.547 -1.117
H: -2.703 -0.471 -1.259
H: 0.199 0.240 -0.648
H: -1.118 1.428 -0.513
H: -0.472 -0.107 -3.076
H: -1.608 1.235 -2.891
H: 2.170 -0.092 -4.115
H: 3.279 4.573 -2.742



| no. | gap between HOMO and LUMO (eV) | E (eV) |
| --- | --- | --- |
| 1 | 9.166 | -20243.839 |
| 2 | 5.795 | -200563.506 |
| 3 | 3.963 | -257371.517 |
| 4 | 8.786 | -24348.140 |
| 5 | 10.339 | -7360.171 |
| 6 | 8.329 | -79065.831 |
| 7 | 8.686 | -27747.179 |